[1]
DFT (the ωB97M-V functional and the def2-TZVPD basis) results for a cluster of 7 separate species, C7H25NO6 in total at a distorted geometry.

The geometry in ORCA input format:
```
! wB97M-V def2-TZVPD RIJCOSX def2/J DEFGRID3
* xyz 0 1
C 0.7085 -0.1933 -2.5843
C -0.4557 0.4899 -1.7129
C 0.0451 0.5988 -0.2954
C 0.9700 1.4494 0.1548
C -0.6968 -1.7317 2.7383
C -0.0120 -0.8727 1.7040
C -0.6557 -0.2879 0.7001
N 2.0808 0.1901 -2.4265
H 0.5763 -1.2775 -2.5128
H 0.4430 -0.0141 -3.6338
H -1.2760 -0.2237 -1.6636
H -0.6513 1.4281 -2.2268
H 1.4799 2.1624 -0.4642
H 1.2221 1.3731 1.2176
H 0.1185 -2.2765 3.2225
H -1.2693 -2.5634 2.3416
H -1.3327 -1.1025 3.3713
H 1.0670 -0.7839 1.6521
H -1.7376 -0.2216 0.5336
H 2.3932 -0.0537 -1.4918
H 2.2705 1.1783 -2.5296
H -0.5802 3.7073 -0.6029
H -2.1040 3.8127 -0.8990
O -1.4170 4.0383 -0.2623
H 3.2277 -1.9033 1.5408
H 3.2157 -0.2089 1.5570
O 3.5910 -1.0446 1.8362
H -2.7107 1.3971 -0.5304
H -3.9878 1.7968 -1.2224
O -3.0446 1.7707 -1.3694
H -0.6682 -3.3829 -0.2584
H 0.0042 -2.0891 -1.0105
O 0.1299 -2.8701 -0.4749
H 2.5366 -3.2633 -0.3035
H 1.5956 -2.9195 0.7716
O 2.4765 -3.3261 0.6652
H -2.1207 2.8514 0.9352
H -2.7404 2.2364 2.2438
O -2.6913 2.1296 1.2900
*
```

orbital gap: 9.22 eV
SMILES string: C=C(/C=C/C)CCN.O.O.O.O.O.O
highest occupied orbital energy: -9.0 eV

Löwdin population analysis, charges in e, atoms 1 to 6: C -0.27; C -0.14; C -0.33; C 0.04; C -0.07; C -0.16

---

[2]
DFT (the ωB97M-V functional and the def2-TZVPD basis) results for a structure of composition C5H9FeMgO4 at a distorted geometry.

The geometry in ORCA input format:
```
! wB97M-V def2-TZVPD RIJCOSX def2/J DEFGRID3
* xyz 0 6
O 0.6886 2.7379 -0.2025
C 1.8139 2.1102 0.0767
C 1.9016 0.7716 0.2896
O 0.6351 0.2009 0.5855
C 0.3073 -1.0001 -0.1058
C -1.1651 -1.2516 0.0961
O -1.8626 -0.0488 -0.2489
C -3.2740 -0.2239 -0.3597
Mg -0.8376 1.6570 0.3278
H 2.7490 2.6839 -0.0039
H 0.8970 -1.8421 0.2844
H 0.5362 -0.8601 -1.1742
H -1.3943 -1.5141 1.1398
H -1.4947 -2.0693 -0.5601
H -3.7126 0.7516 -0.5914
H -3.4903 -0.9282 -1.1737
H -3.6804 -0.6040 0.5880
H 2.9623 0.0206 -0.2728
Fe 3.9655 0.0436 1.4529
O 4.4550 -0.6351 -0.1478
*
```

orbital gap (alpha / beta): 4.03 / 6.93 eV
highest occupied orbital energy (alpha / beta): -5.0 / -8.1 eV

Löwdin population analysis, charges in e, atoms 1 to 6: O -0.25; C -0.31; C -0.26; O -0.28; C -0.17; C -0.18

---

Record-wise energy relative to the best compared isomer or geometry (same formula, charge and spin) values, in kJ/mol: 172.8; 309.0